No. 1
The following is a quantum chemistry calculation of an isolated molecule of C3H6O3, from the Open Molecules 2025 dataset.

For the highest occupied orbital energy, the calculation gives -9.80 eV. Its SMILES is O=C[C@H](O)CO. Its LUMO energy is 0.55 eV. As for the total charge: 0. The energy above the lowest of the compared OMol25 structures with the same formula, charge and spin comes out at 1.558 eV.

Last column: natural (NBO) charge in e.
Atoms and positions in Å:
O 0.752691 -0.891964 -1.286287  -0.73
C 0.976029 0.232556 -0.442536  -0.08
C -0.314907 0.501949 0.342203  -0.04
O -1.404072 0.473985 -0.528009  -0.69
C -0.475684 -0.453988 1.516830  0.41
O -1.443819 -1.142664 1.702428  -0.49
H 0.756511 -0.590615 -2.203366  0.48
H 1.218965 1.123869 -1.034143  0.18
H 1.820454 0.008009 0.222575  0.18
H -0.245977 1.507091 0.780966  0.20
H -1.292899 -0.359529 -1.012908  0.48
H 0.381837 -0.448918 2.229900  0.10

Cartesian forces, eV/Å:
0.120 0.069 -0.273
0.108 0.107 0.071
0.121 0.102 0.080
0.009 -0.081 -0.100
-0.268 -0.167 0.069
0.465 0.207 -0.087
0.020 -0.156 0.237
-0.011 -0.186 0.127
-0.156 0.090 -0.078
-0.017 -0.075 -0.015
-0.284 0.130 0.042
-0.107 -0.040 -0.074

No. 2
The following is a quantum chemistry calculation of an isolated molecule of C3H6O3, from the Open Molecules 2025 dataset.

For the highest occupied orbital energy, the calculation gives -9.90 eV. Its LUMO energy is 0.85 eV. As for the total charge: 0. The energy above the lowest of the compared OMol25 structures with the same formula, charge and spin comes out at 3.498 eV.

Last column: natural (NBO) charge in e.
Atoms and positions in Å:
O -0.944802 0.826582 0.594856  -0.57
C -1.048025 -0.574049 0.145973  -0.10
C 0.472707 -0.775940 0.065811  0.01
O 1.002098 -1.013661 -1.194614  -0.70
C 0.645015 0.716495 0.471159  0.38
O 0.760932 1.534409 -0.558911  -0.80
H -0.567122 1.468494 -0.318173  0.53
H -1.573087 -0.642628 -0.808766  0.21
H -1.566683 -1.142661 0.918289  0.20
H 0.860185 -1.508918 0.778657  0.18
H 1.090068 -0.117831 -1.581337  0.49
H 1.110195 0.984931 1.427367  0.17

Cartesian forces, eV/Å:
-0.042 0.143 -0.090
-0.114 -0.187 -0.036
-0.115 -0.052 0.233
0.041 0.126 -0.127
0.113 0.023 0.117
0.034 0.056 0.071
-0.012 -0.084 0.112
0.067 0.003 0.125
0.078 0.046 -0.106
-0.038 0.126 -0.101
0.024 -0.184 -0.056
-0.037 -0.017 -0.141

no.,HOMO-LUMO gap (eV)
1,10.4
2,10.8